Entry 1:
The following is a DFT calculation (ωB97M-V with the def2-TZVPD basis set) of an isolated molecule of C4H4ClN in a non-equilibrium geometry.

As for the SMILES: C/C(Cl)=C\C#N. For the HOMO energy, the calculation gives -0.364 Ha.

```
10
C4H4ClN | the Open Molecules 2025 dataset | ωB97M-V with the def2-TZVPD basis set
C -0.410 -1.029 -0.881
C -0.287 -0.044 0.248
Cl -1.523 -0.312 1.361
C 0.900 0.620 0.303
C 1.565 0.810 -0.923
N 2.219 0.857 -1.890
H -1.285 -0.994 -1.702
H 0.575 -1.131 -1.442
H -0.740 -1.956 -0.331
H 1.194 1.244 1.087
```


Entry 2:
The following is a DFT calculation (ωB97M-V with the def2-TZVPD basis set) of C39H53AsBCoN4O3Si3 as an isolated structure.

As for the multiplicity: 2. The total charge is +1. For the HOMO energy (alpha / beta), the calculation gives -0.365 / -0.365 Ha.

```
105
C39H53AsBCoN4O3Si3 | the Open Molecules 2025 dataset | ωB97M-V with the def2-TZVPD basis set
Co 0.021 -0.602 -0.367
C -11.704 -5.801 3.760
O -11.452 -4.426 3.521
C -10.207 -4.063 3.162
C -9.136 -4.944 3.022
C -7.892 -4.462 2.663
C -7.678 -3.103 2.434
C -8.764 -2.233 2.564
C -10.007 -2.702 2.923
C -6.336 -2.656 2.086
N -5.298 -3.454 1.942
C -4.251 -2.648 1.615
C -4.651 -1.322 1.556
N -5.986 -1.349 1.863
C -3.767 -0.255 1.233
C -4.094 1.107 1.239
C -3.126 2.025 0.907
C -1.854 1.583 0.565
N -1.505 0.305 0.561
C -2.445 -0.618 0.896
C -2.039 -1.999 0.884
N -0.785 -2.267 0.447
C -0.370 -3.522 0.439
C -1.153 -4.587 0.877
C -2.440 -4.340 1.298
C -2.913 -3.025 1.286
H -12.756 -5.873 4.018
H -11.102 -6.176 4.591
H -11.510 -6.400 2.867
H -9.261 -6.002 3.202
H -7.058 -5.141 2.554
H -8.652 -1.170 2.379
H -10.848 -2.032 3.037
H -6.614 -0.565 1.880
H -5.090 1.430 1.512
H -3.339 3.084 0.923
H -1.083 2.296 0.302
H 0.631 -3.681 0.061
H -0.749 -5.589 0.866
H -3.104 -5.129 1.626
C 5.559 -2.014 -0.474
Si 3.806 -2.337 0.140
C 3.753 -2.130 2.019
C 3.313 -4.117 -0.268
As 2.328 -0.766 -0.919
Si 3.086 1.376 -0.181
C 4.828 1.844 -0.727
C 1.798 2.576 -0.881
C 2.995 1.368 1.706
Si 2.866 -0.951 -3.264
C 2.329 -2.678 -3.810
C 2.040 0.523 -4.117
C 4.720 -0.793 -3.630
H 6.285 -2.552 0.140
H 5.802 -0.951 -0.432
H 5.685 -2.348 -1.503
H 3.924 -3.090 2.509
H 2.791 -1.748 2.366
H 4.532 -1.446 2.359
H 4.189 -4.767 -0.212
H 2.891 -4.212 -1.271
H 2.588 -4.495 0.455
H 5.020 1.570 -1.763
H 5.575 1.358 -0.097
H 4.971 2.923 -0.638
H 2.090 2.953 -1.863
H 1.651 3.435 -0.223
H 0.840 2.061 -0.995
H 3.841 0.832 2.137
H 2.077 0.887 2.050
H 3.011 2.387 2.098
H 1.484 -3.031 -3.219
H 3.153 -3.387 -3.710
H 2.024 -2.682 -4.859
H 1.265 0.966 -3.489
H 1.573 0.225 -5.058
H 2.777 1.296 -4.340
H 5.231 -1.751 -3.534
H 5.218 -0.080 -2.974
H 4.860 -0.454 -4.659
C -1.741 -0.247 -8.920
C -2.032 -1.400 -7.943
C -1.006 -2.506 -8.206
C -3.439 -1.956 -8.209
C -1.968 -0.885 -6.505
C -2.717 0.243 -6.150
C -2.703 0.788 -4.872
C -1.913 0.156 -3.939
O -1.674 0.484 -2.621
B -0.749 -0.442 -2.154
O -0.443 -1.357 -3.165
C -1.172 -0.968 -4.267
C -1.179 -1.506 -5.536
H -1.585 -0.649 -9.923
H -0.840 0.293 -8.625
H -2.569 0.460 -8.970
H -1.092 -2.838 -9.242
H -1.168 -3.375 -7.567
H 0.012 -2.138 -8.059
H -3.523 -2.293 -9.244
H -4.197 -1.192 -8.035
H -3.650 -2.800 -7.550
H -3.335 0.718 -6.901
H -3.262 1.680 -4.623
H -0.569 -2.371 -5.753
```


Entry 3:
The following is a DFT calculation (ωB97M-V with the def2-TZVPD basis set) of C28H44BrN3P2Pd as an isolated structure in a non-equilibrium geometry.

As for the multiplicity: 5. The total charge is +4. For the HOMO energy (alpha / beta), the calculation gives -0.709 / -0.718 Ha.

```
79
C28H44BrN3P2Pd | the Open Molecules 2025 dataset | ωB97M-V with the def2-TZVPD basis set
N -0.098 -7.597 2.241
C 0.786 -6.900 2.954
C 1.199 -5.617 2.591
C 0.631 -4.964 1.448
C -0.331 -5.745 0.723
C -0.633 -7.045 1.155
C 0.975 -3.599 1.182
Pd 1.463 -1.104 0.014
P -1.577 3.956 0.215
C 0.206 -2.664 0.352
C -0.841 -1.898 1.138
C -2.168 -1.814 0.690
C -3.116 -1.183 1.522
C -2.707 -0.584 2.725
C -1.332 -0.499 3.037
C -0.431 -1.275 2.312
Br -3.938 0.079 3.917
H 1.749 -3.140 1.798
H -0.148 -3.042 -0.617
H 1.945 -5.112 3.200
H -0.830 -5.363 -0.169
H 1.195 -7.387 3.841
H -1.338 -7.669 0.597
H -2.474 -2.314 -0.238
H 0.622 -1.361 2.653
H -4.161 -1.178 1.254
H -0.989 0.131 3.840
P 0.993 -0.186 -2.036
C -2.203 4.148 1.932
C -3.559 4.848 2.010
H -1.450 4.723 2.490
H -2.256 3.136 2.359
H -3.909 4.853 3.046
H -3.492 5.890 1.680
H -4.325 4.352 1.406
C -2.597 2.542 -0.340
C -3.762 2.976 -1.241
H -2.945 1.972 0.538
H -1.923 1.904 -0.920
H -4.339 2.093 -1.549
H -4.448 3.675 -0.740
H -3.383 3.462 -2.153
C 0.197 3.558 0.353
C 1.014 4.779 -0.094
H 0.404 2.677 -0.273
H 0.410 3.292 1.397
H 1.864 4.476 -0.714
H 0.398 5.474 -0.681
H 1.404 5.340 0.762
C 1.851 1.252 -2.791
C 2.891 0.931 -3.859
H 2.310 1.828 -1.975
H 1.076 1.909 -3.215
H 3.800 0.481 -3.443
H 2.499 0.258 -4.628
H 3.199 1.858 -4.360
C -0.761 0.246 -2.217
C -1.719 -0.798 -2.776
H -0.831 1.173 -2.808
H -1.048 0.468 -1.182
H -1.288 -1.337 -3.628
H -2.001 -1.523 -2.004
H -2.649 -0.315 -3.113
C 1.351 -1.683 -2.986
C 2.723 -2.251 -2.618
H 1.245 -1.452 -4.049
H 0.568 -2.400 -2.717
H 2.823 -3.248 -3.064
H 3.559 -1.633 -2.972
H 2.853 -2.380 -1.535
N 3.544 1.048 0.026
C 4.178 2.071 0.634
C 3.736 2.075 1.943
C 2.780 1.048 2.057
N 2.710 0.402 0.872
H 3.657 0.736 -0.936
H 4.927 2.641 0.095
H 4.088 2.716 2.721
H 2.176 0.785 2.922
```


Entry 4:
The following is a DFT calculation (ωB97M-V with the def2-TZVPD basis set) of C29H18F3InN4O10 as an isolated structure in a non-equilibrium geometry.

For the HOMO energy (alpha / beta), the calculation gives -0.274 / -0.274 Ha.

```
65
C29H18F3InN4O10 | the Open Molecules 2025 dataset | ωB97M-V with the def2-TZVPD basis set
In -0.161 -0.312 0.839
O 4.615 0.474 4.826
C 3.635 0.447 4.134
C 3.020 1.597 3.247
O 3.453 2.747 3.255
C 1.952 0.927 2.550
C 1.792 -0.452 2.945
O 0.860 -1.198 2.458
C 2.806 -0.815 3.936
O 2.954 -1.961 4.387
O 1.181 1.435 1.647
C -0.613 6.367 0.162
C -1.349 5.674 -0.792
C -1.859 4.430 -0.530
C -1.677 3.883 0.803
C -1.036 4.643 1.828
C -0.417 5.840 1.419
N -2.122 2.534 0.924
N -1.888 1.698 1.934
C -2.769 0.589 1.936
C -4.049 0.827 2.501
C -4.834 -0.302 2.734
C -4.314 -1.563 2.499
C -3.022 -1.717 1.967
N -2.229 -0.611 1.814
H -0.199 7.353 0.017
H -1.613 6.126 -1.749
H -2.397 3.768 -1.248
H -1.044 4.315 2.895
H 0.058 6.374 2.217
H -4.405 1.806 2.680
H -5.889 -0.228 3.029
H -4.947 -2.415 2.839
H -2.610 -2.664 1.657
F 3.392 2.871 -4.793
C 2.853 1.608 -4.811
F 2.062 1.649 -5.909
F 3.817 0.642 -5.178
C 2.237 1.224 -3.480
C 1.074 0.459 -3.415
C 0.636 0.033 -2.155
N 1.183 0.394 -0.986
C 2.295 1.144 -1.030
C 2.895 1.514 -2.304
H 0.450 0.207 -4.263
H -0.267 -0.617 -2.139
H 2.802 1.518 -0.151
H 3.830 2.004 -2.370
O -1.438 -5.828 -0.059
C -0.345 -5.709 -0.854
C 0.050 -6.834 -1.539
C 0.983 -6.702 -2.543
C 1.406 -5.432 -2.981
C 1.176 -4.328 -2.152
C 0.208 -4.417 -1.131
C -0.329 -3.281 -0.315
O 0.314 -2.124 -0.388
O -1.394 -3.463 0.301
H -1.574 -4.764 0.255
H -0.343 -7.859 -1.305
H 1.332 -7.623 -3.018
H 2.108 -5.294 -3.847
H 1.627 -3.327 -2.393
O -2.344 1.950 -0.310
O -1.580 0.768 -0.497
```


Looking at total energy for the records above, in order, we have -18223.6220, -176183.2155, -126274.4012, -70118.7628 eV.